Record 1
Molecular formula: C10H18Br6O4S2
Method: DFT, ωB97M-V/def2-TZVPD

## Properties
2S+1: 1
Energy relative to the best compared isomer or geometry (same formula, charge and spin) in kcal/mol: 0.0
Total charge: 0

Positions of all 40 atoms, in Å:
1 C -11.693 -22.258 4.364
2 Br -11.507 -22.450 2.481
3 Br -11.876 -23.978 5.236
4 Br -13.062 -21.043 4.853
5 H -10.742 -21.894 4.724
6 C -14.071 -26.255 2.839
7 Br -14.951 -24.574 3.014
8 Br -12.830 -26.232 1.366
9 Br -15.309 -27.704 2.676
10 H -13.476 -26.472 3.719
11 C -11.840 -26.675 8.848
12 C -13.117 -25.993 8.340
13 C -13.765 -26.920 7.317
14 S -12.425 -27.832 6.553
15 O -12.218 -27.352 5.213
16 O -12.616 -29.230 6.820
17 C -11.107 -27.230 7.617
18 H -12.087 -27.473 9.551
19 H -11.212 -25.947 9.361
20 H -12.831 -25.075 7.819
21 H -13.794 -25.726 9.147
22 H -14.338 -26.401 6.551
23 H -14.412 -27.673 7.768
24 H -10.711 -26.354 7.103
25 H -10.425 -28.041 7.842
26 C -7.248 -27.062 9.338
27 C -7.475 -27.002 10.859
28 C -6.350 -26.120 11.378
29 S -4.911 -26.575 10.349
30 O -3.971 -27.383 11.077
31 O -4.493 -25.381 9.670
32 C -5.845 -27.627 9.236
33 H -7.282 -26.068 8.891
34 H -7.954 -27.717 8.828
35 H -7.368 -28.007 11.271
36 H -8.461 -26.601 11.088
37 H -6.037 -26.262 12.408
38 H -6.522 -25.078 11.115
39 H -5.771 -28.619 9.687
40 H -5.341 -27.676 8.274

Record 2
Molecular formula: C10H18BrNO4P2S3
Method: DFT, ωB97M-V/def2-TZVPD

## Properties
2S+1: 1
SMILES: CCSC[PH](CC(=O)Br)(N=C=S)[PH2]=S.C[C@@H]1COC(=O)O1
Total charge: 0

Positions of all 39 atoms, in Å:
1 C -2.389 -0.423 -4.254
2 C -0.840 -1.012 -4.032
3 S -0.626 -1.229 -2.183
4 C 1.176 -1.295 -1.676
5 P 2.094 0.379 -1.724
6 C 2.276 1.372 -0.104
7 C 0.867 1.769 0.635
8 O -0.265 1.059 0.633
9 Br 0.864 3.503 1.709
10 N 0.668 1.295 -2.281
11 C 1.044 2.355 -3.115
12 S 1.779 3.312 -4.360
13 P 3.990 -0.684 -1.256
14 S 5.208 -0.735 -2.822
15 H -3.062 -0.735 -3.318
16 H -2.886 -0.836 -5.240
17 H -2.349 0.760 -4.219
18 H -0.108 -0.187 -4.420
19 H -0.704 -1.994 -4.666
20 H 1.189 -1.654 -0.537
21 H 1.800 -2.059 -2.306
22 H 2.746 0.765 -2.983
23 H 2.863 0.668 0.658
24 H 2.910 2.329 -0.331
25 H 4.735 -0.055 -0.193
26 H 3.723 -2.066 -0.842
27 C -2.262 0.989 3.103
28 C -1.691 0.003 4.102
29 C -1.854 -1.432 3.702
30 O -1.836 -2.097 4.953
31 C -2.308 -1.199 5.872
32 O -2.605 -1.479 7.020
33 O -2.404 0.052 5.327
34 H -1.644 1.034 2.201
35 H -3.282 0.714 2.812
36 H -2.321 1.990 3.542
37 H -0.644 0.249 4.316
38 H -1.040 -1.785 3.063
39 H -2.812 -1.644 3.213

Record 3
Molecular formula: C10H18Cl2N2SZr
Method: DFT, ωB97M-V/def2-TZVPD

## Properties
2S+1: 1
Total charge: 0

Positions of all 34 atoms, in Å:
1 Zr 0.423 -1.067 -1.405
2 Cl -0.106 -2.026 -3.486
3 Cl 0.166 -2.677 0.334
4 C -1.900 0.970 2.530
5 H -0.888 0.919 2.931
6 H -2.592 0.166 2.812
7 C -0.753 0.624 -1.400
8 C -2.247 1.880 1.635
9 H -0.461 1.131 -0.457
10 C -3.620 1.908 0.991
11 H -1.530 2.629 1.273
12 C -3.861 0.876 -0.137
13 H -4.343 1.648 1.797
14 H -3.824 2.910 0.578
15 C -3.375 1.214 -1.547
16 H -3.528 -0.109 0.210
17 H -4.955 0.810 -0.256
18 C -1.886 1.385 -2.004
19 H -3.807 0.440 -2.194
20 H -3.882 2.141 -1.837
21 H -1.875 0.985 -3.036
22 H -1.708 2.466 -2.149
23 S 2.541 0.164 -1.458
24 C 3.426 -0.874 -0.358
25 N 3.216 -1.136 0.954
26 C 4.253 -1.993 1.514
27 C 5.206 -2.197 0.329
28 N 4.578 -1.425 -0.729
29 H 2.356 -0.900 1.437
30 H 3.816 -2.938 1.856
31 H 4.745 -1.484 2.357
32 H 5.270 -3.255 0.045
33 H 6.214 -1.823 0.550
34 H 4.933 -1.361 -1.679

Record 4
Molecular formula: C10H18ClN2O
Method: DFT, ωB97M-V/def2-TZVPD

## Properties
2S+1: 1
SMILES: CC[C@H](Cl)c1cn(CC)c[n+]1CCO
Total charge: +1

Positions of all 32 atoms, in Å:
1 C -2.976 -0.922 2.339
2 C -1.544 -0.662 1.885
3 C -1.230 -1.332 0.535
4 Cl -0.665 -3.010 0.767
5 C -0.323 -0.549 -0.360
6 C -0.735 0.371 -1.262
7 N 0.365 0.930 -1.853
8 C 0.360 1.967 -2.893
9 C -0.535 3.144 -2.538
10 C 1.440 0.350 -1.337
11 N 1.059 -0.562 -0.452
12 C 2.027 -1.357 0.314
13 C 2.067 -0.958 1.788
14 O 3.168 -1.531 2.445
15 H -3.216 -0.307 3.207
16 H -3.687 -0.672 1.547
17 H -3.124 -1.967 2.621
18 H -0.841 -1.042 2.628
19 H -1.362 0.414 1.791
20 H -2.158 -1.445 -0.031
21 H -1.744 0.660 -1.511
22 H 1.396 2.285 -3.017
23 H 0.040 1.482 -3.817
24 H -1.584 2.938 -2.753
25 H -0.440 3.408 -1.483
26 H -0.238 4.011 -3.126
27 H 2.461 0.567 -1.610
28 H 1.792 -2.412 0.199
29 H 3.006 -1.180 -0.140
30 H 2.055 0.137 1.878
31 H 1.187 -1.354 2.297
32 H 3.980 -1.402 1.941

How do the records compare in orbital gap? In the order shown, they have 0.365 0.272 0.230 0.402 Eh.
How do the records compare in lowest unoccupied orbital energy? In the order shown, they have -0.071 -1.253 -0.165 -2.816 eV.